--- 1 ---
Here is a cluster of 15 separate species, C60H165N15O15 in total from the OMol25 dataset. Energies are from wB97M-V/def2-TZVPD.

Element x y z (Å)
C -0.325 3.329 -5.387
C -0.582 1.892 -5.821
C 0.701 1.023 -6.196
O 1.556 1.693 -7.122
C 2.824 1.001 -7.345
N -1.289 1.124 -4.802
H 0.519 3.367 -4.700
H -1.207 3.790 -4.942
H -0.162 4.013 -6.220
H -1.263 1.960 -6.670
H 0.405 0.055 -6.599
H 1.224 0.701 -5.296
H 3.390 1.549 -8.098
H 2.651 -0.032 -7.648
H 3.410 0.917 -6.430
H -2.220 1.512 -4.761
H -1.421 0.207 -5.206
C -6.501 -3.610 0.339
C -5.564 -2.414 0.138
C -4.434 -2.475 1.136
O -4.899 -2.133 2.422
C -3.936 -2.372 3.469
N -5.056 -2.627 -1.180
H -6.943 -3.662 1.334
H -5.893 -4.507 0.226
H -7.306 -3.643 -0.395
H -6.171 -1.517 0.258
H -3.604 -1.956 0.657
H -4.141 -3.525 1.178
H -3.829 -3.444 3.633
H -4.120 -1.897 4.432
H -2.924 -2.080 3.186
H -5.726 -2.911 -1.880
H -4.670 -1.780 -1.572
C 2.204 1.399 8.250
C 0.696 1.737 8.121
C -0.080 0.870 7.055
O -1.414 1.289 6.919
C -2.010 0.624 5.726
N 0.094 1.610 9.419
H 2.711 2.266 8.675
H 2.684 1.223 7.288
H 2.353 0.584 8.959
H 0.623 2.781 7.818
H -0.049 -0.215 7.149
H 0.386 1.098 6.096
H -1.668 -0.393 5.532
H -1.702 1.176 4.838
H -3.098 0.608 5.677
H -0.788 2.091 9.314
H 0.721 2.106 10.036
C -2.485 7.641 1.608
C -2.200 6.267 1.014
C -3.195 5.991 -0.093
O -2.903 4.736 -0.623
C -3.268 4.607 -2.015
N -0.785 6.198 0.510
H -3.444 7.798 2.101
H -2.528 8.388 0.815
H -1.754 7.850 2.390
H -2.358 5.479 1.750
H -3.063 6.752 -0.862
H -4.214 6.043 0.291
H -4.356 4.561 -1.963
H -2.835 3.631 -2.232
H -2.861 5.337 -2.716
H -0.209 6.006 1.318
H -0.672 5.328 0.010
C 2.264 6.471 2.542
C 2.308 4.963 2.924
C 1.785 4.704 4.367
O 2.692 5.294 5.341
C 2.663 4.788 6.658
N 1.466 4.283 1.965
H 1.220 6.750 2.402
H 2.736 6.711 1.589
H 2.666 7.086 3.348
H 3.337 4.651 2.745
H 1.814 3.623 4.503
H 0.818 5.151 4.596
H 3.388 5.219 7.349
H 2.839 3.719 6.775
H 1.708 5.032 7.122
H 1.946 4.386 1.082
H 1.562 3.299 2.170
C -1.841 -4.289 -2.635
C -1.202 -3.501 -3.801
C -2.150 -2.479 -4.368
O -1.564 -1.822 -5.451
C -1.557 -2.614 -6.621
N 0.070 -2.931 -3.312
H -2.835 -4.711 -2.780
H -2.014 -3.583 -1.822
H -1.211 -5.085 -2.239
H -0.950 -4.245 -4.557
H -2.336 -1.764 -3.567
H -3.096 -2.975 -4.585
H -2.576 -2.942 -6.827
H -0.875 -3.464 -6.608
H -1.331 -2.000 -7.493
H -0.213 -2.117 -2.784
H 0.409 -2.425 -4.117
C 0.166 -9.098 -1.388
C -0.518 -8.523 -0.161
C -0.996 -7.055 -0.279
O -1.759 -6.718 0.940
C -2.309 -5.401 0.804
N -1.627 -9.365 0.178
H -0.585 -9.180 -2.174
H 0.430 -10.151 -1.279
H 1.009 -8.493 -1.721
H 0.218 -8.608 0.638
H -1.572 -7.015 -1.204
H -0.156 -6.361 -0.264
H -3.097 -5.307 0.056
H -1.519 -4.659 0.683
H -2.785 -5.171 1.757
H -2.160 -9.642 -0.634
H -2.177 -8.686 0.684
C 0.940 4.088 -1.701
C 2.014 3.011 -1.821
C 3.411 3.752 -1.837
O 4.424 2.760 -2.031
C 5.690 3.336 -2.100
N 1.943 2.337 -0.487
H 0.925 4.648 -2.636
H 1.198 4.863 -0.979
H -0.063 3.668 -1.624
H 1.937 2.391 -2.715
H 3.626 4.204 -0.869
H 3.341 4.562 -2.563
H 6.492 2.598 -2.086
H 5.930 3.984 -1.258
H 5.904 4.088 -2.859
H 2.519 1.508 -0.493
H 0.986 2.061 -0.319
C 3.290 -1.187 -1.484
C 4.579 -0.975 -2.221
C 4.485 -0.316 -3.616
O 5.716 -0.529 -4.264
C 5.737 -1.810 -4.927
N 5.402 -0.127 -1.365
H 3.528 -1.437 -0.450
H 2.732 -2.056 -1.832
H 2.728 -0.253 -1.469
H 5.059 -1.923 -2.464
H 4.286 0.753 -3.547
H 3.669 -0.696 -4.232
H 5.795 -2.681 -4.274
H 6.682 -1.874 -5.468
H 4.895 -1.930 -5.608
H 5.050 0.816 -1.287
H 6.238 0.078 -1.893
C -2.076 4.792 4.417
C -3.605 4.716 4.424
C -4.272 3.252 4.332
O -3.997 2.589 3.147
C -4.876 1.524 2.792
N -4.083 5.467 5.548
H -1.692 4.256 5.285
H -1.773 5.829 4.273
H -1.794 4.168 3.568
H -3.832 5.243 3.497
H -5.353 3.361 4.414
H -3.928 2.619 5.150
H -4.825 0.812 3.615
H -4.570 0.949 1.918
H -5.874 1.919 2.602
H -3.709 6.404 5.503
H -5.064 5.706 5.521
C 5.157 2.400 1.407
C 4.841 1.273 2.395
C 3.396 0.746 2.436
O 2.450 1.826 2.729
C 1.232 1.352 3.108
N 5.725 0.134 2.120
H 4.536 3.290 1.505
H 5.156 2.001 0.393
H 6.164 2.778 1.587
H 4.967 1.583 3.432
H 3.272 -0.058 3.162
H 3.298 0.374 1.417
H 1.317 0.809 4.049
H 0.979 0.607 2.354
H 0.397 2.042 3.228
H 5.783 -0.065 1.131
H 5.258 -0.716 2.402
C -0.139 -1.526 -0.081
C -1.016 -0.713 -1.048
C -1.819 0.431 -0.367
O -0.889 1.450 0.025
C -1.441 2.352 0.983
N -0.118 -0.282 -2.087
H 0.405 -0.835 0.562
H 0.601 -2.142 -0.592
H -0.738 -2.131 0.600
H -1.772 -1.320 -1.547
H -2.355 0.003 0.481
H -2.522 0.868 -1.076
H -2.388 2.751 0.619
H -0.675 3.112 1.132
H -1.662 1.830 1.914
H 0.400 0.537 -1.801
H -0.739 -0.001 -2.832
C -5.386 1.062 -0.804
C -5.889 0.686 -2.209
C -6.535 1.839 -3.051
O -5.797 3.056 -3.257
C -6.614 4.098 -3.782
N -4.691 0.398 -3.029
H -6.113 1.482 -0.109
H -4.664 1.873 -0.890
H -4.957 0.172 -0.344
H -6.598 -0.140 -2.161
H -7.401 2.195 -2.492
H -6.853 1.464 -4.024
H -7.325 4.531 -3.077
H -7.115 3.755 -4.687
H -6.028 5.000 -3.955
H -4.184 1.269 -3.098
H -4.804 0.157 -4.003
C 2.470 -3.441 1.208
C 3.528 -3.741 2.331
C 4.096 -5.182 2.284
O 4.526 -5.604 3.567
C 4.572 -7.022 3.702
N 4.619 -2.766 2.222
H 1.534 -3.966 1.397
H 2.897 -3.667 0.231
H 2.257 -2.375 1.122
H 3.001 -3.521 3.260
H 4.895 -5.259 1.547
H 3.241 -5.765 1.943
H 4.587 -7.273 4.762
H 5.397 -7.464 3.143
H 3.628 -7.390 3.303
H 5.414 -3.042 2.781
H 5.015 -2.754 1.293
C 1.464 -6.578 -4.232
C 2.272 -5.819 -3.140
C 3.161 -4.712 -3.725
O 4.152 -4.106 -2.772
C 5.126 -4.873 -2.167
N 1.355 -5.152 -2.115
H 2.066 -7.074 -4.993
H 0.729 -5.934 -4.714
H 0.875 -7.355 -3.743
H 2.732 -6.602 -2.538
H 2.554 -3.885 -4.092
H 3.932 -5.117 -4.380
H 4.524 -5.388 -1.418
H 5.985 -4.269 -1.874
H 5.431 -5.619 -2.900
H 1.791 -4.489 -1.489
H 0.769 -4.533 -2.657

Output
lowest unoccupied orbital energy = 0.20 eV
molar mass = 1337.070 g/mol
HOMO-LUMO gap = 8.66 eV



--- 2 ---
Here is a cluster of 15 separate species, C60H165N15O15 in total from the OMol25 dataset. Energies are from wB97M-V/def2-TZVPD.

Element x y z (Å)
C 6.437 -1.214 -0.121
C 4.902 -1.602 0.136
C 4.716 -2.237 1.472
O 5.544 -3.294 1.562
C 5.312 -4.118 2.714
N 3.897 -0.498 -0.094
H 6.756 -0.583 0.753
H 6.520 -0.645 -1.019
H 7.060 -2.018 -0.024
H 4.659 -2.328 -0.594
H 3.664 -2.515 1.522
H 4.883 -1.507 2.264
H 5.073 -3.475 3.565
H 6.207 -4.719 3.007
H 4.437 -4.799 2.595
H 4.247 0.254 0.434
H 3.733 -0.306 -1.073
C -3.864 3.411 -1.903
C -2.829 3.927 -0.912
C -3.524 4.659 0.268
O -2.507 5.352 1.112
C -2.929 6.623 1.572
N -1.916 2.872 -0.539
H -4.590 4.175 -2.166
H -4.361 2.462 -1.652
H -3.282 3.138 -2.791
H -2.201 4.741 -1.468
H -4.089 3.943 0.891
H -4.137 5.400 -0.197
H -3.580 6.513 2.516
H -3.523 7.136 0.791
H -2.025 7.183 1.860
H -1.055 3.273 -0.176
H -2.363 2.323 0.162
C -0.228 -2.668 6.929
C 0.380 -3.733 6.041
C 1.726 -3.121 5.515
O 1.663 -1.805 5.037
C 0.820 -1.599 3.900
N 0.750 -4.986 6.688
H -1.263 -2.825 7.170
H -0.110 -1.683 6.595
H 0.279 -2.613 7.909
H -0.314 -3.951 5.193
H 2.189 -3.884 4.808
H 2.385 -3.086 6.385
H 1.453 -1.449 3.020
H 0.171 -0.745 4.081
H 0.109 -2.404 3.798
H 1.400 -4.776 7.446
H -0.061 -5.463 7.029
C 0.807 -5.566 -5.586
C -0.316 -4.564 -5.278
C -1.144 -5.076 -4.156
O -2.373 -4.444 -4.022
C -2.841 -4.529 -2.661
N 0.335 -3.290 -5.002
H 0.391 -6.493 -6.025
H 1.368 -5.819 -4.711
H 1.432 -5.238 -6.402
H -0.948 -4.697 -6.149
H -0.576 -5.010 -3.194
H -1.289 -6.178 -4.221
H -2.029 -4.244 -1.986
H -3.137 -5.590 -2.430
H -3.681 -3.828 -2.630
H 0.781 -3.453 -4.114
H -0.401 -2.625 -4.802
C -7.543 2.798 1.303
C -7.240 1.743 0.224
C -6.348 0.578 0.655
O -5.008 1.034 0.854
C -4.152 -0.067 1.002
N -8.523 1.113 -0.177
H -8.051 3.679 0.908
H -6.679 3.112 1.893
H -8.167 2.160 1.996
H -6.771 2.180 -0.702
H -6.390 -0.207 -0.110
H -6.701 0.083 1.541
H -4.089 -0.643 0.064
H -4.461 -0.709 1.852
H -3.161 0.258 1.373
H -8.415 0.511 -0.976
H -8.904 0.638 0.632
C -3.167 0.639 -3.370
C -3.234 -0.843 -3.628
C -4.641 -1.362 -3.705
O -5.339 -1.288 -2.389
C -6.504 -2.050 -2.485
N -2.537 -1.168 -4.876
H -3.743 1.161 -4.211
H -2.172 1.104 -3.319
H -3.603 0.902 -2.394
H -2.647 -1.362 -2.837
H -4.689 -2.407 -4.065
H -5.328 -0.749 -4.362
H -7.079 -1.763 -3.376
H -7.102 -1.974 -1.586
H -6.260 -3.146 -2.690
H -3.206 -0.916 -5.588
H -2.419 -2.176 -4.917
C 6.556 4.443 3.837
C 6.138 3.209 3.152
C 4.900 2.551 3.717
O 4.774 1.340 3.086
C 3.639 0.634 3.608
N 5.770 3.394 1.693
H 7.597 4.548 3.960
H 6.264 4.643 4.837
H 6.130 5.339 3.308
H 6.987 2.511 3.202
H 4.017 3.272 3.582
H 5.047 2.441 4.837
H 3.703 0.520 4.675
H 3.651 -0.369 3.119
H 2.689 1.073 3.339
H 5.559 2.402 1.380
H 6.602 3.592 1.108
C 2.329 -7.564 1.604
C 1.405 -7.370 2.775
C 1.334 -8.731 3.419
O 0.528 -8.854 4.628
C -0.763 -8.274 4.515
N 1.777 -6.350 3.714
H 1.827 -8.133 0.834
H 3.284 -7.964 1.872
H 2.604 -6.561 1.198
H 0.385 -7.119 2.509
H 2.347 -9.027 3.713
H 0.991 -9.523 2.747
H -0.758 -7.196 4.496
H -1.262 -8.459 5.481
H -1.278 -8.692 3.667
H 0.997 -6.282 4.392
H 2.603 -6.750 4.261
C 4.016 -1.827 -3.567
C 4.537 -0.442 -3.440
C 5.086 0.094 -4.810
O 5.925 -0.755 -5.577
C 5.626 -0.826 -7.011
N 3.543 0.542 -2.967
H 4.746 -2.564 -3.917
H 3.165 -1.891 -4.272
H 3.565 -2.161 -2.564
H 5.382 -0.415 -2.711
H 5.630 0.980 -4.376
H 4.158 0.456 -5.367
H 5.299 0.148 -7.370
H 4.910 -1.613 -7.192
H 6.465 -1.167 -7.560
H 3.974 1.470 -2.879
H 2.928 0.620 -3.757
C -0.369 7.583 -1.258
C 0.062 7.316 -2.700
C 0.654 5.900 -2.881
O 1.814 5.726 -2.086
C 2.932 5.151 -2.753
N -1.155 7.457 -3.500
H -1.033 8.494 -1.264
H 0.492 7.634 -0.671
H -0.929 6.716 -0.862
H 0.863 8.029 -2.966
H 0.832 5.596 -3.889
H -0.091 5.156 -2.446
H 2.713 4.192 -3.173
H 3.755 5.059 -1.962
H 3.289 5.850 -3.578
H -0.843 7.465 -4.454
H -1.561 8.390 -3.326
C 0.667 0.514 0.198
C 0.490 0.055 -1.236
C -0.450 -1.126 -1.407
O -0.173 -2.126 -0.477
C 0.878 -2.960 -0.815
N 0.142 1.109 -2.142
H 1.268 -0.113 0.830
H -0.341 0.691 0.622
H 1.160 1.490 0.077
H 1.417 -0.359 -1.548
H -0.385 -1.547 -2.427
H -1.467 -0.840 -1.208
H 0.825 -3.916 -0.290
H 1.829 -2.489 -0.636
H 0.825 -3.139 -1.857
H -0.516 1.771 -1.797
H 1.023 1.666 -2.314
C -2.974 -3.539 3.694
C -2.031 -3.721 2.539
C -2.481 -4.898 1.562
O -2.475 -6.184 2.242
C -3.566 -7.066 2.016
N -1.974 -2.399 1.811
H -3.950 -3.184 3.283
H -2.560 -2.794 4.412
H -3.253 -4.427 4.165
H -1.030 -3.953 2.844
H -1.794 -5.033 0.688
H -3.525 -4.679 1.280
H -3.338 -7.804 1.230
H -4.473 -6.483 1.724
H -3.755 -7.559 2.998
H -2.800 -1.812 1.716
H -1.396 -2.213 1.008
C -3.278 4.007 3.827
C -3.276 2.532 3.523
C -2.074 1.783 4.071
O -2.107 1.881 5.454
C -0.815 1.637 5.939
N -4.589 2.021 4.023
H -4.060 4.573 3.330
H -2.323 4.446 3.589
H -3.517 4.124 4.901
H -3.295 2.331 2.444
H -1.100 2.153 3.716
H -2.126 0.740 3.709
H -0.444 0.626 5.853
H -0.857 1.839 6.998
H -0.048 2.333 5.517
H -4.618 1.893 5.036
H -4.871 1.159 3.613
C 2.558 3.928 0.978
C 1.294 4.602 1.504
C 1.719 5.789 2.264
O 2.656 5.443 3.290
C 1.947 4.835 4.335
N 0.288 4.793 0.488
H 3.242 3.378 1.655
H 3.183 4.565 0.380
H 2.200 3.100 0.329
H 0.848 3.888 2.213
H 0.861 6.410 2.602
H 2.302 6.433 1.582
H 1.133 5.478 4.563
H 2.697 4.702 5.069
H 1.457 3.874 4.068
H -0.520 5.270 0.856
H 0.582 5.452 -0.211
C 0.507 3.289 -4.998
C 0.213 2.004 -5.749
C 0.565 2.049 -7.286
O -0.138 3.139 -7.876
C 0.213 3.215 -9.317
N 1.101 0.876 -5.181
H -0.211 4.069 -5.330
H 1.435 3.763 -5.237
H 0.463 3.152 -3.918
H -0.813 1.715 -5.615
H 0.275 1.143 -7.781
H 1.647 2.199 -7.404
H 0.240 2.281 -9.817
H 1.206 3.680 -9.402
H -0.431 3.831 -9.887
H 0.745 -0.015 -5.569
H 0.637 0.650 -4.264

Output
lowest unoccupied orbital energy = 0.44 eV
molar mass = 1337.070 g/mol
HOMO-LUMO gap = 9.09 eV



It is 2 that is most stable; the runner-up trails by 6.5 kJ/mol.